A molecular structure, C38H56N3O4S2Se2SiTi in a non-equilibrium geometry. Source: OMol25; level of theory: ωB97M-V with the def2-TZVPD basis set.

XYZ file:
```
107
Properties=species:S:1:pos:R:3:mulliken_charge:R:1
Ti -0.034 0.329 0.022 -1.301
N 2.784 2.087 -0.567 0.800
C 3.004 0.792 -0.161 0.332
C 4.319 0.474 0.201 -1.173
C 4.635 -0.807 0.576 -0.834
C 3.619 -1.766 0.590 -1.410
C 2.355 -1.387 0.243 -0.519
N 2.019 -0.123 -0.143 1.432
C 1.694 2.676 -1.156 -0.240
C 1.925 3.815 -1.937 -1.086
C 0.871 4.440 -2.556 -1.134
C -0.413 3.925 -2.368 -1.399
C -0.558 2.814 -1.584 -1.457
N 0.467 2.162 -0.984 3.130
H 3.622 2.647 -0.590 0.356
H 5.074 1.249 0.179 0.592
H 5.648 -1.060 0.858 0.514
H 3.814 -2.783 0.898 0.612
H 1.552 -2.103 0.292 0.711
H 2.935 4.183 -2.058 0.636
H 1.033 5.306 -3.183 0.528
H -1.277 4.400 -2.809 0.627
H -1.546 2.409 -1.417 0.868
C -2.866 -1.435 1.024 -0.265
Se -1.143 -2.098 0.413 0.577
C -1.895 -3.098 -1.129 -0.008
C -0.890 -4.060 -1.736 -1.164
Se 0.807 -3.195 -2.208 0.348
C 1.986 -4.741 -2.040 -1.210
H -2.693 -0.653 1.759 -0.594
H -3.411 -2.258 1.480 0.637
H -3.415 -1.054 0.167 0.353
H -2.272 -2.371 -1.845 -0.367
H -2.732 -3.663 -0.718 0.681
H -1.292 -4.500 -2.647 0.539
H -0.644 -4.850 -1.029 0.570
H 1.640 -5.525 -2.707 0.391
H 2.006 -5.092 -1.011 0.378
H 2.979 -4.419 -2.343 0.367
C -3.542 1.992 0.153 -1.126
C -2.663 2.604 1.256 1.182
C -2.167 4.009 0.919 -1.462
C -3.473 2.699 2.543 -1.635
O -1.500 1.682 1.412 1.361
Si -0.513 1.660 2.789 -0.896
S 0.405 -0.212 2.240 -0.560
O 0.546 2.833 2.502 -0.005
C 1.394 3.671 3.354 1.454
C 0.624 4.942 3.672 -1.636
C 1.761 2.926 4.628 -1.288
C 2.633 3.962 2.520 -1.468
O -1.221 1.612 4.198 0.442
C -1.626 0.697 5.276 1.656
C -2.464 1.538 6.224 -1.655
C -2.439 -0.445 4.686 -1.318
C -0.376 0.174 5.967 -1.451
H -4.022 2.771 -0.437 0.326
H -4.332 1.380 0.588 0.322
H -2.952 1.354 -0.512 -0.164
H -3.012 4.640 0.648 0.551
H -1.451 4.015 0.107 0.281
H -1.681 4.451 1.789 0.248
H -4.369 3.284 2.339 0.591
H -2.911 3.198 3.331 0.326
H -3.774 1.715 2.901 0.298
H -0.271 4.711 4.252 0.285
H 0.334 5.463 2.759 0.291
H 1.247 5.614 4.262 0.523
H 0.879 2.787 5.251 0.126
H 2.494 3.495 5.196 0.551
H 2.187 1.947 4.395 0.317
H 2.345 4.419 1.571 0.232
H 3.182 3.036 2.332 0.260
H 3.289 4.651 3.050 0.536
H -3.330 1.960 5.713 0.325
H -1.870 2.355 6.633 0.359
H -2.814 0.915 7.047 0.484
H -3.315 -0.065 4.158 0.217
H -2.790 -1.087 5.493 0.676
H -1.829 -1.047 4.009 0.246
H 0.159 0.982 6.462 0.370
H 0.292 -0.313 5.253 0.239
H -0.665 -0.555 6.723 0.535
O -0.865 -0.180 -1.698 0.025
S -1.362 0.384 -3.087 0.491
C -1.994 -0.967 -4.065 0.308
C -1.202 -1.789 -4.860 -0.062
C -1.825 -2.703 -5.694 -0.908
C -3.213 -2.797 -5.726 -0.544
C -3.995 -1.969 -4.930 -0.901
C -3.387 -1.037 -4.108 -0.386
C 0.109 0.776 -4.031 0.615
C 1.361 0.300 -3.681 0.301
C 2.441 0.607 -4.500 -0.998
C 2.255 1.375 -5.642 -0.812
C 0.991 1.842 -5.979 -0.889
C -0.092 1.550 -5.165 -0.847
H -0.126 -1.718 -4.847 0.540
H -1.222 -3.330 -6.336 0.482
H -3.687 -3.508 -6.388 0.468
H -5.074 -2.035 -4.965 0.477
H -3.989 -0.352 -3.521 0.507
H 1.487 -0.328 -2.811 0.288
H 3.422 0.222 -4.256 0.548
H 3.098 1.599 -6.281 0.478
H 0.841 2.421 -6.880 0.516
H -1.086 1.903 -5.420 0.541
```

HOMO in eV: -15.51
Frontier orbital gap in hartree: 0.21328
Strongest force on any atom in eV/A: 1.167
Energy in eV: -236314.713
ΔE to the lowest compared entry with this formula, charge and spin in eV: 0.535
Total charge: +3